(1)
ORCA calculation (wB97M-V/def2-TZVPD) on C30H36CdClF5N3O4PS as an isolated structure in a non-equilibrium geometry.

Output
electronic energy	-3495.04954	a.u.
F_max	10.13	eV/Å
Kohn-Sham gap	2.94	eV

The geometry in ORCA input format:
```
! wB97M-V def2-TZVPD RIJCOSX def2/J DEFGRID3
* xyz 2 1
Cd -6.272 -0.938 -3.901
Cl -1.960 2.670 -2.730
S -1.759 -1.447 1.586
P -3.113 -0.294 -4.351
F 6.280 -3.373 2.386
F 1.320 3.845 -3.575
F -1.103 -2.744 6.148
F 6.180 -1.446 3.942
F 7.748 -1.503 2.145
O 4.907 -1.984 0.338
O 3.042 2.946 0.653
O -0.722 -3.639 3.942
O 2.094 -2.645 3.373
N -5.923 -1.740 2.009
N -1.397 0.202 -1.460
N 0.243 -1.316 4.339
C 4.082 -0.307 2.174
C 1.459 3.013 -2.322
C 1.259 0.629 -1.135
C -2.086 1.528 -1.228
C 2.726 -0.205 1.240
C -4.166 -1.034 -5.763
C -2.643 3.596 0.365
C -4.327 -3.827 1.408
C -4.843 -3.262 -1.293
C 6.335 -1.874 2.532
C -2.419 -0.903 -1.335
C -1.277 -0.534 -4.909
C 4.357 2.578 0.106
C 3.131 3.435 2.040
C 2.678 0.536 -0.258
C 1.272 1.399 -2.601
C 1.193 -1.638 3.207
C -0.185 0.001 -0.581
C -2.765 -1.784 0.002
C -3.936 -2.953 0.078
C -4.515 -2.397 -2.651
C 4.091 1.220 -0.833
C -5.153 -2.816 2.439
C 1.808 2.788 2.831
C -1.666 2.268 0.173
C -0.136 -0.729 0.884
C -3.333 -1.237 -2.696
C -0.501 -2.582 4.772
C 1.271 -0.845 1.758
C 5.334 -1.098 1.470
H 4.444 0.819 2.337
H -5.164 -2.581 -3.612
H -5.127 -4.651 1.084
H -0.901 0.421 -5.498
H 0.609 3.317 -1.547
H -6.372 -1.257 2.836
H -5.215 -0.488 -5.927
H -2.574 4.362 -0.517
H 4.822 3.412 -0.606
H -5.694 -4.095 -1.217
H 0.360 1.126 -3.282
H 0.970 2.450 2.052
H -3.592 -0.886 -6.799
H -1.921 1.521 1.046
H -1.227 -1.468 -5.633
H 5.166 2.296 0.904
H -2.244 4.172 1.329
H -4.318 -2.211 -5.657
H 2.243 1.034 -3.152
H 4.439 -2.800 0.694
H -0.431 -0.555 4.100
H 4.996 0.478 -0.828
H 2.156 1.773 3.354
H -0.611 -0.773 -3.963
H 2.514 3.284 -1.885
H 3.970 1.639 -1.935
H -3.252 1.286 -1.147
H 2.973 4.597 2.029
H 3.825 -0.695 3.273
H -3.789 3.311 0.488
H -0.558 2.658 0.184
H -5.141 -2.984 3.618
H 6.009 -0.259 0.956
H 4.083 3.087 2.627
H -3.437 -4.390 1.917
H 1.379 3.495 3.660
*
```

Here are the Löwdin charges for atoms 1 to 4, given in e: 1.23, 0.57, 0.94, 0.84

---

(2)
ORCA calculation (wB97M-V/def2-TZVPD) on an isolated ion of composition C6H13INO and charge +1 in a non-equilibrium geometry.

Output
electronic energy	-663.77237	a.u.
ΔE to the lowest compared entry with this formula, charge and spin	0.7967	eV
F_max	4.53	eV/Å
Kohn-Sham gap	9.66	eV

The geometry in ORCA input format:
```
! wB97M-V def2-TZVPD RIJCOSX def2/J DEFGRID3
* xyz 1 1
I -2.092 -3.116 0.947
O -0.440 -1.990 -1.201
N 0.303 0.491 1.003
C -0.007 1.608 2.049
C 1.196 0.820 -0.212
C 0.316 -1.021 -1.849
C -1.482 -1.594 -0.501
C -2.049 -0.348 -0.301
C 1.446 -0.502 -0.892
H 0.789 1.796 2.700
H 0.764 1.663 -0.859
H -1.759 0.425 -0.955
H 0.747 -0.242 1.624
H 0.742 -1.515 -2.713
H -0.462 0.088 0.513
H -0.835 1.406 2.642
H -0.331 -0.189 -2.098
H 1.730 -1.230 -0.075
H -0.059 2.540 1.454
H 2.292 -0.375 -1.587
H 2.151 1.330 0.089
H -2.963 -0.045 0.223
*
```

Here are the Löwdin charges for atoms 1 to 4, given in e: 0.87, -0.13, 0.02, 0.05

---

(3)
ORCA calculation (wB97M-V/def2-TZVPD) on C4H7NOS in the gas phase in a non-equilibrium geometry.

Output
electronic energy	-684.67972	a.u.
ΔE to the lowest compared entry with this formula, charge and spin	3.4654	eV
F_max	3.96	eV/Å
Kohn-Sham gap	8.86	eV

The geometry in ORCA input format:
```
! wB97M-V def2-TZVPD RIJCOSX def2/J DEFGRID3
* xyz 0 1
S 2.469 0.039 -0.040
O 1.602 1.459 -0.240
N -0.937 0.711 -0.449
C 0.010 -1.486 -0.318
C 1.053 -1.005 0.678
C -0.874 -0.607 -0.828
C -1.660 1.147 0.495
H 1.765 1.887 -1.125
H 1.429 -1.817 1.221
H 0.694 -0.185 1.292
H 0.105 -2.289 -0.919
H -1.634 -0.638 -1.572
H -2.411 0.604 1.033
H -1.611 2.179 0.771
*
```

Here are the Löwdin charges for atoms 1 to 4, given in e: 0.81, -0.52, -0.03, -0.13

---

(4)
ORCA calculation (wB97M-V/def2-TZVPD) on a 15-piece molecular cluster, C36H102O15 overall in a non-equilibrium geometry.

Output
electronic energy	-2561.29694	a.u.
ΔE to the lowest compared entry with this formula, charge and spin	1.9347	eV
F_max	3.66	eV/Å
Kohn-Sham gap	9.53	eV

The geometry in ORCA input format:
```
! wB97M-V def2-TZVPD RIJCOSX def2/J DEFGRID3
* xyz 0 1
O 2.081 -5.319 1.030
O -5.043 -2.262 1.988
O 2.000 -2.728 -2.819
O 4.625 0.678 0.502
O 3.163 0.154 -2.897
O -3.548 0.293 -5.885
O -0.648 1.780 2.746
O 4.646 2.222 2.759
O 4.787 2.273 -1.877
O -0.798 1.696 -0.096
O 0.046 3.361 -2.133
O -4.932 -2.056 -4.882
O -4.575 4.939 -0.863
O -1.335 0.084 4.862
O -0.820 -5.062 1.157
C -1.056 -1.609 6.520
C 4.347 1.417 3.844
C -0.458 0.350 -0.261
C -6.629 3.980 -0.221
C -5.081 3.807 -0.223
C 5.441 0.368 4.106
C -0.611 0.077 -1.749
C 5.528 4.481 -1.459
C -0.063 4.037 2.200
C -1.335 -3.645 -0.540
C -3.780 -0.457 1.037
C 4.155 -4.195 0.742
C -4.538 2.588 -0.990
C -2.184 0.656 -7.894
C -1.363 -1.275 5.069
C 4.354 3.606 -1.744
C -1.503 -5.046 -0.034
C -5.843 -0.003 2.424
C 7.061 0.814 0.466
C -4.213 -2.520 -3.806
C 2.096 -2.987 1.627
C -0.261 3.032 3.340
C 3.015 0.766 3.517
C -4.267 -1.456 -2.744
C 5.795 -0.004 0.425
C -2.284 0.304 -6.413
C -1.384 3.426 4.316
C -4.657 -0.953 2.235
C -1.606 1.294 -5.469
C -0.828 -6.039 -1.021
C 2.625 -4.098 0.722
C -2.809 -2.908 -4.296
C -0.456 -1.873 3.984
C 0.935 -0.132 0.231
C 3.230 3.695 -0.631
C 5.765 -0.912 -0.889
H -0.797 -2.115 2.977
H -5.148 -2.455 1.054
H -4.770 3.784 0.822
H -2.103 -2.408 -3.634
H -1.158 0.593 -8.256
H 0.878 -0.190 1.318
H -2.556 -5.319 0.035
H 2.232 1.524 3.531
H -0.540 -0.990 -1.960
H 1.126 -5.230 1.046
H 6.547 -1.666 -0.801
H 5.963 -0.429 -1.846
H 5.501 2.192 -2.513
H -2.958 -1.147 0.845
H -2.119 0.445 5.282
H -1.542 0.497 -2.130
H -6.987 4.789 0.416
H -4.008 1.115 -6.072
H 0.601 2.881 3.989
H -2.644 -2.707 -5.354
H 0.228 2.694 -2.795
H 2.131 -3.022 -3.720
H -4.396 5.602 -0.191
H -0.158 -1.081 6.842
H -1.967 2.272 -5.787
H 1.747 0.581 0.086
H -1.840 1.223 -4.407
H -0.159 5.070 2.533
H -0.193 2.864 -1.351
H -7.079 3.107 0.251
H 2.242 -3.988 -0.292
H 7.091 1.358 1.410
H -3.542 -0.668 -2.944
H 6.438 0.800 4.190
H -4.438 -1.273 -5.135
H -3.418 0.566 1.140
H -5.276 -1.107 -2.522
H -1.888 -1.427 7.200
H -2.743 -0.099 -8.447
H -5.548 1.024 2.641
H -3.450 2.615 -0.928
H -1.191 1.353 3.413
H 2.881 -0.050 4.227
H 0.929 3.935 1.759
H -1.979 -3.519 -1.411
H -2.657 -3.980 -4.174
H 3.911 3.959 -2.676
H 0.188 0.455 -2.386
H 3.166 0.351 2.520
H 4.520 1.636 2.009
H -4.411 -0.377 0.152
H -0.304 -3.337 -0.718
H 7.210 1.548 -0.325
H -1.666 -2.942 0.223
H -0.777 1.820 0.856
H -1.220 -0.177 0.313
H 4.258 1.990 4.767
H 6.031 4.170 -0.544
H -6.403 -0.284 3.315
H -3.835 -1.895 -1.845
H 6.231 4.430 -2.291
H 2.678 -2.070 1.724
H -1.119 4.346 4.837
H 3.752 0.755 -2.442
H -1.345 -4.552 1.778
H 5.451 0.091 5.160
H -7.072 4.083 -1.212
H -4.039 -1.041 3.129
H 0.240 -5.826 -1.070
H 2.681 2.756 -0.565
H 0.012 -2.764 4.404
H 7.907 0.132 0.371
H -0.696 -2.636 6.591
H -2.353 3.638 3.864
H -6.521 -0.062 1.572
H -4.933 1.704 -0.490
H 5.265 5.535 -1.373
H -0.898 3.995 1.500
H 2.597 4.565 -0.801
H 4.831 -1.463 -0.995
H -1.328 -5.958 -1.986
H 1.093 -2.868 1.218
H 5.333 -0.482 3.432
H -0.926 -7.038 -0.594
H -0.521 1.339 -5.568
H 4.582 -4.630 1.645
H -1.794 -0.660 -6.278
H 5.819 -0.674 1.285
H 4.455 -4.782 -0.126
H 2.092 -3.358 2.652
H -2.599 1.651 -8.051
H -2.351 -1.693 4.880
H -1.513 2.698 5.116
H 4.621 1.333 -0.199
H -4.784 2.444 -2.042
H 4.762 -3.291 0.691
H 3.566 3.783 0.402
H 2.599 0.723 -3.422
H -4.782 -3.398 -3.498
H 0.446 -1.309 3.745
H 1.250 -1.047 -0.271
H 2.566 -1.961 -2.732
*
```

Here are the Löwdin charges for atoms 1 to 4, given in e: -0.04, -0.04, -0.06, -0.06

---

(5)
ORCA calculation (wB97M-V/def2-TZVPD) on C6H12N2O in the gas phase in a non-equilibrium geometry.

Output
electronic energy	-420.42654	a.u.
ΔE to the lowest compared entry with this formula, charge and spin	4.2819	eV
F_max	4.26	eV/Å
Kohn-Sham gap	9.50	eV

The geometry in ORCA input format:
```
! wB97M-V def2-TZVPD RIJCOSX def2/J DEFGRID3
* xyz 0 1
O -1.298 2.445 0.593
N -1.473 -1.518 -0.888
N -2.173 -1.093 0.318
C 1.299 0.729 -1.306
C 2.583 -0.097 0.733
C 0.140 0.014 0.932
C -1.491 0.026 0.927
C -1.621 1.353 0.182
C 1.249 0.203 0.148
H 3.345 0.334 0.048
H -1.836 1.307 -0.944
H 1.146 -0.167 -1.898
H -1.872 0.199 1.906
H 0.270 1.155 -1.476
H 0.433 -0.376 1.898
H -1.374 -2.446 -0.739
H 2.270 1.331 -1.614
H 2.821 0.344 1.704
H -3.175 -1.231 0.278
H -2.112 -1.312 -1.659
H 2.869 -1.201 0.858
*
```

Here are the Löwdin charges for atoms 1 to 4, given in e: 0.04, 0.04, -0.10, -0.05

---

(6)
ORCA calculation (wB97M-V/def2-TZVPD) on C21H28N5OPtS4 as an isolated structure in a non-equilibrium geometry.

Output
electronic energy	-2877.95516	a.u.
ΔE to the lowest compared entry with this formula, charge and spin	0.9928	eV
F_max	1.54	eV/Å
Kohn-Sham gap	6.79	eV

The geometry in ORCA input format:
```
! wB97M-V def2-TZVPD RIJCOSX def2/J DEFGRID3
* xyz 1 1
Pt 0.182 0.122 -0.084
S 3.571 -2.113 -2.519
S -2.962 1.296 3.212
S 0.846 -0.693 -2.534
S -0.030 -4.152 1.578
O 0.157 1.748 -1.153
N -0.002 -1.707 0.853
N 2.688 -0.677 -4.406
N -1.799 2.829 1.346
N -1.343 0.517 1.397
N 1.618 -3.017 -0.218
C -1.816 3.244 -2.495
C -2.723 2.232 -1.785
C -0.739 3.860 -1.600
C -1.136 -3.062 2.328
C -0.690 5.246 -1.501
C 1.637 2.352 2.053
C 1.144 3.714 -0.046
C -1.194 2.606 -3.745
C -2.492 -0.365 3.193
C 1.135 5.109 0.017
C 4.687 -1.889 -3.941
C 3.800 -1.356 -5.064
C -1.643 -0.596 2.183
C 0.203 3.081 -0.893
C -0.975 -1.828 1.832
C 0.593 -2.860 0.624
C 2.335 -1.095 -3.201
C 2.215 3.027 0.804
C 0.248 5.879 -0.707
C 3.095 2.047 0.018
C -1.952 1.604 1.842
H -1.829 -3.403 3.080
H 1.861 5.606 0.653
H 2.558 1.134 -0.236
H 3.424 -2.172 -5.683
H 4.343 -0.661 -5.700
H -1.211 2.979 0.532
H 3.454 2.495 -0.910
H -1.983 2.232 -4.403
H -0.554 1.770 -3.465
H 1.967 -3.933 -0.433
H -1.399 5.838 -2.069
H -2.158 1.367 -1.442
H 1.114 1.435 1.788
H 5.462 -1.184 -3.651
H 0.289 6.960 -0.654
H 2.868 3.827 1.155
H 2.034 -0.125 -4.945
H -2.845 -1.049 3.948
H 2.437 2.082 2.747
H -3.228 2.685 -0.930
H -2.453 4.069 -2.823
H 0.938 3.011 2.572
H 3.958 1.759 0.624
H -2.319 3.603 1.718
H 5.138 -2.844 -4.190
H -0.600 3.335 -4.301
H 1.780 -2.269 -0.870
H -3.488 1.879 -2.480
*
```

Here are the Löwdin charges for atoms 1 to 4, given in e: 0.98, 0.98, 1.11, 0.72

---

The lowest F_max belongs to which entry? C21H28N5OPtS4

---

Which of these has the lowest F_max? C21H28N5OPtS4

---

Copy entry 1 word for word.
ORCA calculation (wB97M-V/def2-TZVPD) on C30H36CdClF5N3O4PS as an isolated structure in a non-equilibrium geometry.

Output
electronic energy	-3495.04954	a.u.
F_max	10.13	eV/Å
Kohn-Sham gap	2.94	eV

The geometry in ORCA input format:
```
! wB97M-V def2-TZVPD RIJCOSX def2/J DEFGRID3
* xyz 2 1
Cd -6.272 -0.938 -3.901
Cl -1.960 2.670 -2.730
S -1.759 -1.447 1.586
P -3.113 -0.294 -4.351
F 6.280 -3.373 2.386
F 1.320 3.845 -3.575
F -1.103 -2.744 6.148
F 6.180 -1.446 3.942
F 7.748 -1.503 2.145
O 4.907 -1.984 0.338
O 3.042 2.946 0.653
O -0.722 -3.639 3.942
O 2.094 -2.645 3.373
N -5.923 -1.740 2.009
N -1.397 0.202 -1.460
N 0.243 -1.316 4.339
C 4.082 -0.307 2.174
C 1.459 3.013 -2.322
C 1.259 0.629 -1.135
C -2.086 1.528 -1.228
C 2.726 -0.205 1.240
C -4.166 -1.034 -5.763
C -2.643 3.596 0.365
C -4.327 -3.827 1.408
C -4.843 -3.262 -1.293
C 6.335 -1.874 2.532
C -2.419 -0.903 -1.335
C -1.277 -0.534 -4.909
C 4.357 2.578 0.106
C 3.131 3.435 2.040
C 2.678 0.536 -0.258
C 1.272 1.399 -2.601
C 1.193 -1.638 3.207
C -0.185 0.001 -0.581
C -2.765 -1.784 0.002
C -3.936 -2.953 0.078
C -4.515 -2.397 -2.651
C 4.091 1.220 -0.833
C -5.153 -2.816 2.439
C 1.808 2.788 2.831
C -1.666 2.268 0.173
C -0.136 -0.729 0.884
C -3.333 -1.237 -2.696
C -0.501 -2.582 4.772
C 1.271 -0.845 1.758
C 5.334 -1.098 1.470
H 4.444 0.819 2.337
H -5.164 -2.581 -3.612
H -5.127 -4.651 1.084
H -0.901 0.421 -5.498
H 0.609 3.317 -1.547
H -6.372 -1.257 2.836
H -5.215 -0.488 -5.927
H -2.574 4.362 -0.517
H 4.822 3.412 -0.606
H -5.694 -4.095 -1.217
H 0.360 1.126 -3.282
H 0.970 2.450 2.052
H -3.592 -0.886 -6.799
H -1.921 1.521 1.046
H -1.227 -1.468 -5.633
H 5.166 2.296 0.904
H -2.244 4.172 1.329
H -4.318 -2.211 -5.657
H 2.243 1.034 -3.152
H 4.439 -2.800 0.694
H -0.431 -0.555 4.100
H 4.996 0.478 -0.828
H 2.156 1.773 3.354
H -0.611 -0.773 -3.963
H 2.514 3.284 -1.885
H 3.970 1.639 -1.935
H -3.252 1.286 -1.147
H 2.973 4.597 2.029
H 3.825 -0.695 3.273
H -3.789 3.311 0.488
H -0.558 2.658 0.184
H -5.141 -2.984 3.618
H 6.009 -0.259 0.956
H 4.083 3.087 2.627
H -3.437 -4.390 1.917
H 1.379 3.495 3.660
*
```

Here are the Löwdin charges for atoms 1 to 4, given in e: 1.23, 0.57, 0.94, 0.84